A molecular structure, C27H73N2O15P2. Source: the Open Molecules 2025 dataset; level of theory: ωB97M-V with the def2-TZVPD basis set.

Output
Orbital gap, eV: 6.81
Charge: -1
HOMO level, eV: -5.325
M, Da: 727.83
Multiplicity: 1

```
119
Properties=species:S:1:pos:R:3:forces:R:3
N 1.8201 2.6940 1.9665 -0.05 1.34 1.66
P 2.2274 4.0873 2.6636 -0.54 -3.38 -1.57
N 1.8492 5.5135 1.6202 2.41 1.47 2.16
C 0.9260 6.3533 2.4736 -2.04 -0.49 -0.37
C -0.5084 5.5659 2.4942 -0.15 1.33 0.13
O -0.8803 5.0774 1.1702 2.13 -0.65 2.07
O -2.0134 5.7418 0.7979 -1.75 1.62 -1.77
C 0.6053 7.8108 1.9041 -1.00 4.79 -2.72
O 0.3461 8.7185 2.7929 0.98 -2.97 -1.11
O 0.5330 8.1653 0.5820 0.59 -3.08 5.15
P 3.3984 6.2785 1.3271 3.57 -2.07 -3.27
O 4.3679 5.1692 0.8325 -2.47 2.63 1.78
O 4.1204 6.9661 2.7079 -2.19 0.14 -1.73
O 3.3664 7.4295 0.0506 0.09 -1.05 3.34
H 1.0939 2.2460 2.5732 0.59 0.39 -0.93
H 3.6252 4.0858 3.0294 -0.92 0.78 -0.28
H 1.4841 4.1876 3.8890 0.63 0.74 -0.44
H 1.2889 6.3484 3.5598 -0.56 0.70 -1.44
H -0.5352 4.7068 3.2445 0.13 1.01 -1.09
H -1.2788 6.3727 2.7757 1.12 -1.42 -0.20
H -1.7166 6.3284 0.0518 -0.01 -0.51 1.01
H 3.5649 7.6845 3.0931 0.32 -0.54 -0.28
H 3.8711 8.2273 0.3348 -0.64 -0.68 -0.23
C -2.5012 0.1224 4.0754 -0.19 0.24 0.21
C -1.7860 0.4810 2.7822 0.13 -0.66 0.14
C -1.9213 -0.6260 1.7501 -0.08 0.13 -0.53
O -0.4044 0.7108 3.0527 0.07 0.27 0.13
H -2.0737 -0.7825 4.5202 -0.05 -0.05 -0.14
H -2.3857 0.9223 4.8124 -0.02 0.00 -0.11
H -3.5677 -0.0440 3.9033 0.08 -0.06 0.01
H -2.1977 1.4107 2.3800 0.25 0.01 0.04
H -1.4733 -1.5576 2.1144 -0.06 0.02 0.16
H -1.3922 -0.3594 0.8302 0.02 0.11 0.11
H -2.9700 -0.8147 1.5085 0.36 0.09 0.05
H -0.0303 -0.1061 3.4089 -0.07 0.13 -0.12
C 1.3781 -2.0852 -0.4518 0.22 0.04 0.16
C 0.9422 -3.5421 -0.4491 -0.39 0.57 -0.31
C 0.3528 -3.9467 -1.7912 0.00 -0.31 -0.14
O -0.0292 -3.7442 0.5757 -0.05 -0.30 0.23
H 0.5266 -1.4231 -0.6381 0.03 -0.08 -0.09
H 1.7889 -1.8052 0.5217 0.01 -0.04 -0.12
H 2.1366 -1.9013 -1.2171 -0.06 0.04 0.05
H 1.7984 -4.1816 -0.2164 -0.19 -0.04 0.15
H -0.5350 -3.3492 -2.0241 0.11 0.13 0.05
H 0.0334 -4.9927 -1.7709 0.12 0.04 0.00
H 1.0808 -3.8188 -2.5966 -0.07 -0.02 0.02
H -0.7912 -3.1821 0.3787 0.20 -0.01 0.02
C -6.4043 -2.5789 3.4600 -0.03 0.16 0.28
C -6.0004 -1.8428 2.1921 -0.07 -0.71 -0.08
C -6.6403 -2.4657 0.9620 -0.10 0.12 -0.21
O -4.5812 -1.8771 2.0560 -0.31 0.04 0.14
H -6.0783 -3.6237 3.4255 -0.08 0.02 -0.13
H -5.9275 -2.1275 4.3345 -0.07 0.02 -0.08
H -7.4880 -2.5561 3.6017 0.06 -0.04 0.01
H -6.2949 -0.7922 2.2676 0.25 -0.02 -0.01
H -6.3221 -3.5063 0.8409 -0.04 0.03 0.07
H -6.3319 -1.9340 0.0580 -0.05 0.00 0.11
H -7.7314 -2.4398 1.0283 0.05 -0.02 -0.01
H -4.3109 -2.8034 1.9885 -0.06 0.15 -0.04
C -3.0177 -6.6514 0.1445 0.17 0.23 0.17
C -4.4617 -6.2370 0.3804 0.23 -0.53 -0.56
C -5.3985 -7.4332 0.3159 -0.28 0.01 0.23
O -4.8475 -5.2793 -0.6044 -0.16 0.31 0.12
H -2.8964 -7.0978 -0.8472 -0.06 -0.10 0.12
H -2.3568 -5.7808 0.1821 -0.04 -0.07 0.09
H -2.6868 -7.3740 0.8946 0.02 0.01 -0.11
H -4.5506 -5.7529 1.3575 -0.08 0.14 -0.16
H -5.3597 -7.9067 -0.6707 0.15 -0.01 0.05
H -6.4339 -7.1193 0.4756 0.09 -0.01 0.05
H -5.1388 -8.1793 1.0712 -0.02 0.01 -0.09
H -4.7724 -5.6981 -1.4720 0.03 0.07 0.18
C -1.1809 -8.5915 -4.2260 0.26 0.11 0.14
C -1.6360 -9.7407 -3.3402 -0.51 0.33 -0.49
C -2.5578 -10.6883 -4.0921 0.00 -0.33 0.08
O -2.3186 -9.2199 -2.2012 0.08 -0.09 0.30
H -2.0366 -7.9992 -4.5680 -0.07 -0.16 -0.06
H -0.5292 -7.9132 -3.6702 0.03 -0.17 -0.10
H -0.6384 -8.9584 -5.1011 -0.02 0.09 0.04
H -0.7642 -10.2897 -2.9740 -0.13 0.11 0.18
H -3.4609 -10.1689 -4.4293 0.12 0.08 -0.06
H -2.8861 -11.5026 -3.4402 0.09 0.04 -0.05
H -2.0568 -11.1181 -4.9634 -0.07 0.03 0.03
H -3.0919 -8.7323 -2.5148 0.16 -0.13 -0.02
C 2.6234 -4.7004 -5.6455 0.25 0.09 0.15
C 2.1871 -6.1571 -5.6426 -0.43 0.50 -0.28
C 1.5995 -6.5616 -6.9857 0.04 -0.29 -0.12
O 1.2146 -6.3588 -4.6195 0.10 -0.20 0.18
H 1.7720 -4.0382 -5.8334 0.01 -0.09 -0.11
H 3.0329 -4.4205 -4.6712 0.02 -0.08 -0.10
H 3.3831 -4.5171 -6.4099 -0.06 0.04 0.04
H 3.0427 -6.7966 -5.4082 -0.18 -0.02 0.16
H 0.7127 -5.9637 -7.2198 0.12 0.10 0.02
H 1.2798 -7.6072 -6.9657 0.10 0.06 0.01
H 2.3284 -6.4341 -7.7902 -0.08 0.00 0.02
H 0.4528 -5.7972 -4.8172 0.17 -0.05 0.03
C 8.5477 4.8580 0.2895 0.24 0.17 0.09
C 8.1192 3.3987 0.2907 -0.61 0.40 -0.13
C 7.5330 2.9929 -1.0527 0.02 -0.23 -0.19
O 7.1499 3.1910 1.3120 0.26 -0.19 0.12
H 7.6926 5.5152 0.1032 -0.01 -0.14 -0.09
H 8.9562 5.1388 1.2643 0.02 -0.08 -0.08
H 9.3065 5.0465 -0.4755 -0.03 0.03 0.02
H 8.9788 2.7631 0.5238 -0.13 -0.02 0.14
H 6.6431 3.5863 -1.2851 0.11 0.08 0.07
H 7.2188 1.9457 -1.0338 0.09 0.07 0.03
H 8.2613 3.1255 -1.8580 -0.04 0.00 0.00
H 6.3854 3.7504 1.1126 -0.13 0.03 0.04
C 2.3637 12.3375 1.3282 0.31 0.05 -0.10
C 0.9473 12.8690 1.1719 -0.09 -0.72 0.29
C 0.2556 13.0048 2.5196 -0.16 0.18 0.18
O 0.2000 11.9864 0.3432 -0.03 0.23 -0.09
H 2.3583 11.3431 1.7859 -0.14 0.09 0.06
H 2.8446 12.2338 0.3515 -0.07 0.08 0.05
H 2.9701 13.0044 1.9481 0.00 -0.04 -0.01
H 0.9726 13.8420 0.6717 -0.09 -0.12 -0.11
H 0.1787 12.0332 3.0180 0.14 0.01 -0.09
H -0.7649 13.3765 2.3915 0.11 0.04 -0.04
H 0.7987 13.6918 3.1753 -0.03 -0.03 0.01
H 0.1726 11.1191 0.7791 0.02 -0.06 -0.15
```
Positions in Å, forces in eV/Å.